15
Properties=species:S:1:pos:R:3:forces:R:3:lowdin_charge:R:1 method="wB97M-V/def2-TZVPD" smiles=CN(N)[Si](C)(Cl)Cl fmax_ev_per_a=5.37 relative_energy_kcal_mol=2.0 homo_lumo_gap_ev=8.81
C 0.121 1.037 2.038 -3.0297 -1.5461 -0.5971 -0.17
C -0.704 0.047 -2.037 0.3771 0.5176 -0.5580 -0.24
N 1.457 0.027 0.321 2.4191 -0.8834 -3.5512 -0.09
N 0.225 0.493 0.704 -3.5777 1.5688 -2.5636 -0.44
Si -0.852 1.328 -0.691 3.7764 -2.8269 2.5611 -0.33
Cl -0.101 3.162 -1.060 0.3930 0.6195 -0.5330 0.33
Cl -2.630 1.658 0.097 -1.5508 -0.0213 0.2361 0.41
H 0.269 0.256 2.774 0.6347 -0.0932 0.2554 0.07
H 0.783 1.846 2.119 0.6277 1.5266 0.8697 0.05
H -1.026 1.235 2.159 2.2631 0.4599 -0.0173 0.07
H -1.187 0.526 -2.912 -0.8241 -1.0901 0.3495 0.03
H 0.289 -0.092 -2.503 -0.0062 0.2319 0.8986 0.03
H -1.008 -0.946 -1.601 -0.3481 1.0807 -0.9567 0.06
H 2.077 0.771 -0.262 -1.7588 -1.8602 1.5783 0.11
H 1.299 -0.813 -0.391 0.6041 2.3165 2.0282 0.10